No. 1
Below is C23H14N5PtS as an isolated structure, with properties calculated with the ωB97M-V functional and the def2-TZVPD basis.

Values from the calculation:
E_LUMO = -3.64 eV
Total energy = -45606.6041 eV
M = 587.55 u

Geometry as ORCA input:
```
! RIJCOSX wB97M-V def2-TZVPD def2/J DEFGRID3
* xyz 1 1
Pt 0.12757 0.08179 0.15870
C 4.32040 0.00149 -0.52574
C 4.83009 -0.08737 0.76582
C 3.96480 -0.22240 1.83133
C 2.59367 -0.25958 1.60245
N 2.11602 -0.16869 0.34443
C 2.95625 -0.04610 -0.69372
C 1.54095 -0.37258 2.60586
C 1.76720 -0.48060 3.97523
C 0.69688 -0.54099 4.84876
C -0.60015 -0.49969 4.35194
C -0.83562 -0.39687 2.98615
C 0.23437 -0.33634 2.10119
H 4.96601 0.10314 -1.38562
H 5.89826 -0.05749 0.93435
H 4.34137 -0.30275 2.84060
H 2.50054 0.00561 -1.67422
H 2.77680 -0.51520 4.36596
H 0.87051 -0.61462 5.91355
H -1.43833 -0.54841 5.03564
H -1.85543 -0.37145 2.62778
S -5.45196 5.24109 -0.07946
N -5.46324 3.63803 0.06624
C -4.20282 3.24483 -0.02864
C -3.74693 1.86638 0.05997
C -4.62453 0.80076 0.27836
C -4.12073 -0.47345 0.35421
C -2.74778 -0.65708 0.22882
N -1.90505 0.35408 0.03423
C -2.38489 1.61668 -0.06584
C -1.42588 2.73420 -0.29452
N -0.12871 2.41771 -0.41126
C 0.76294 3.38376 -0.52931
C 0.41103 4.73599 -0.56174
C -0.91742 5.07097 -0.47693
C -1.86679 4.05198 -0.34136
C -3.29315 4.30651 -0.21951
N -3.87347 5.49508 -0.26633
H -5.68383 1.00005 0.37756
H -4.76154 -1.32788 0.51623
H -2.29837 -1.63739 0.29270
H 1.79923 3.07438 -0.60493
H 1.17600 5.49338 -0.65888
H -1.24649 6.10166 -0.50114
*
```

natural (NBO) population analysis, charges in e, atoms 1 to 4:
1 Pt 0.726
2 C -0.252
3 C -0.126
4 C -0.220

=====

No. 2
Below is C23H15BBrN7NiOS3 as an isolated structure, with properties calculated with the ωB97M-V functional and the def2-TZVPD basis.

Values from the calculation:
E_LUMO (alpha / beta) = 3.25 / 3.25 eV
⟨S²⟩ = 2.01
Total energy = -180843.1079 eV
M = 651.03 u

Geometry as ORCA input:
```
! RIJCOSX wB97M-V def2-TZVPD def2/J DEFGRID3
* xyz -2 3
Ni 0.20432 -0.27071 0.19961
S 0.54060 -0.32507 2.64627
C 2.22336 -0.32930 2.23515
S 2.61428 -0.18197 0.56852
C 3.20285 -0.43437 3.23081
C 2.86646 -0.52538 4.61750
N 2.63968 -0.59630 5.74869
C 4.60009 -0.44913 2.92805
N 5.73959 -0.46464 2.73705
Br -5.60678 3.68719 -7.13970
C -4.10476 4.34279 -6.17541
C -3.10328 5.01406 -6.84680
C -2.01334 5.49807 -6.13253
C -1.89745 5.28389 -4.76488
C -2.93793 4.62213 -4.10283
C -4.03746 4.15726 -4.80004
N -0.84455 5.95228 -4.07030
N -0.21279 5.44244 -3.11615
C -0.11594 4.07909 -2.87593
C -0.13944 3.07947 -3.85635
C -0.01700 1.74153 -3.56181
C 0.08756 1.28489 -2.21629
O 0.16820 0.07515 -1.89632
C 0.11431 2.32343 -1.18443
N 0.14631 1.86816 0.08843
C 0.16818 2.72722 1.07622
C 0.17613 4.11645 0.85025
C 0.12429 4.59547 -0.42815
C 0.07763 3.68458 -1.50911
H -3.16712 5.16033 -7.91677
H -1.22303 6.03695 -6.64120
H -2.88008 4.47842 -3.03148
H -4.83571 3.64591 -4.27942
H -0.19900 3.38172 -4.89454
H 0.01886 0.99829 -4.34764
H 0.19705 2.30179 2.07371
H 0.20997 4.78961 1.69725
H 0.11326 5.65684 -0.63890
S -4.37214 -0.11837 1.09582
C -4.08509 -0.50767 -0.54898
C -2.75416 -0.49227 -0.79613
N -1.97558 -0.16871 0.29065
C -2.68824 0.04776 1.34793
H -4.89273 -0.72733 -1.22704
H -2.26522 -0.71535 -1.73348
H -2.26519 0.29255 2.31386
B -0.41532 -4.93016 -0.39754
C -0.13066 -3.37856 -0.16156
N 0.01740 -2.24561 -0.01402
H -1.43366 -5.21397 0.21574
H -0.57349 -5.09621 -1.59858
H 0.53510 -5.57125 0.01190
*
```

natural (NBO) population analysis, charges in e, atoms 1 to 4:
1 Ni 1.297
2 S -0.393
3 C -0.187
4 S -0.291

=====

No. 3
Below is C23H15BrN6O2RbS2 as an isolated structure, with properties calculated with the ωB97M-V functional and the def2-TZVPD basis.

Values from the calculation:
E_LUMO = 1.91 eV
Total energy = -129501.9808 eV
M = 636.92 u

Geometry as ORCA input:
```
! RIJCOSX wB97M-V def2-TZVPD def2/J DEFGRID3
* xyz -1 1
Rb 2.23237 -8.87083 17.21702
S 0.83853 -9.54544 20.26049
C 0.73843 -10.91277 19.22317
N 0.22606 -11.04931 18.02432
C 0.47579 -12.33212 17.54000
C -0.00363 -12.74345 16.26254
C 0.41244 -13.93761 15.79895
C 1.15697 -14.83481 16.55734
C 1.55999 -14.45401 17.79634
C 1.22496 -13.18457 18.33618
S 1.57208 -12.37306 19.84213
H -0.71120 -12.09974 15.73463
H 0.05429 -14.28951 14.81663
H 1.56243 -15.71968 16.06532
H 2.08257 -15.10266 18.48995
C 1.61943 -10.41367 14.15849
O 2.38022 -10.88531 15.24404
C 3.60778 -11.42630 14.94982
C 4.00728 -11.87486 13.67990
C 5.20546 -12.54766 13.54598
Br 5.64355 -13.40408 11.85715
C 6.09432 -12.72736 14.58245
C 5.81135 -12.08471 15.81824
C 4.56348 -11.46930 16.01672
O 4.23257 -10.95039 17.18184
C 6.82503 -12.00958 16.83924
N 6.65710 -11.38325 17.98702
C 7.91169 -11.41601 18.56355
C 8.38333 -10.89670 19.79942
C 9.66190 -11.15528 20.21482
C 10.52497 -11.89792 19.35718
C 10.12086 -12.40842 18.11731
C 8.78818 -12.12732 17.78979
N 8.07932 -12.53517 16.66575
H 2.16949 -9.64558 13.58410
H 0.69310 -10.00778 14.58902
H 1.32752 -11.20610 13.50110
H 3.38700 -11.77758 12.80248
H 7.02923 -13.24104 14.40795
H 5.03113 -10.89329 17.79929
H 7.71563 -10.34236 20.45778
H 9.94863 -10.83192 21.22859
H 11.51552 -12.15067 19.66654
H 10.70948 -12.96620 17.44789
H 8.50504 -12.90432 15.81327
N 6.60132 -5.12691 12.66008
C 5.66630 -5.76307 12.89691
N 4.54644 -6.40274 13.12888
C 4.34635 -7.42915 13.85564
N 4.05531 -8.35032 14.47485
*
```

natural (NBO) population analysis, charges in e, atoms 1 to 4:
1 Rb 0.949
2 S -0.436
3 C -0.071
4 N -0.584

=====

Q: Among the records above, which one has the highest M?
A: C23H15BBrN7NiOS3